# 1
Molecular formula: C19H22N2O4S
Method: DFT, ωB97M-V/def2-TZVPD

Atoms and positions in Å:
C: 3.09268 -1.28838 1.49722
C: -4.26956 0.02773 -0.65820
C: 0.94790 3.41096 -1.45902
O: -1.23573 1.03637 0.67976
H: 4.43646 0.35854 -1.16239
H: 4.51527 -0.02554 2.50817
C: -0.43836 -0.95111 -0.85725
C: 1.81260 2.46528 0.69417
C: -0.61826 -1.75675 -1.96539
C: 2.88362 1.81295 -1.33600
C: 0.68343 -1.03640 -0.06664
H: 2.99116 1.88842 -2.40868
O: -4.89173 0.22113 1.67462
N: 2.91029 -1.92531 0.27652
C: 2.62623 1.60244 1.40176
H: 0.25701 -3.31351 -3.14498
H: -2.05556 -1.54321 1.27926
C: -3.06908 -1.24132 1.01318
H: -5.77431 1.31779 0.23916
H: 5.12495 -0.68230 0.95896
C: 1.52738 -2.74756 -1.52603
C: 3.69850 0.94538 -0.63136
H: 2.31331 -3.43433 -1.80450
H: 2.50908 1.50492 2.47099
H: -2.92894 0.51865 2.24731
C: 0.37262 -2.67070 -2.28566
N: -3.01356 -0.59543 -0.28470
S: -1.63199 0.33201 -0.50871
H: -3.70173 -2.12972 0.91603
H: 3.72713 -2.04956 -0.30450
H: -1.50857 -1.64509 -2.56114
H: -4.07622 1.77582 0.58647
H: -3.82208 -0.83405 3.01127
C: -4.77688 0.93616 0.46377
H: -4.99365 -0.76921 -0.85572
C: -3.64192 -0.29930 2.07743
H: 1.33498 3.64847 -2.44713
H: -4.08609 0.59944 -1.56733
C: 3.56804 0.81680 0.74520
O: -1.82922 1.11248 -1.69820
H: 1.06363 3.04134 1.21503
C: 1.69707 -1.93044 -0.40981
H: 0.00868 2.86742 -1.57805
C: 4.25190 -0.30823 1.49096
H: 0.77329 -0.37651 0.78034
C: 1.90796 2.56149 -0.68997
O: 2.31561 -1.40879 2.40890
H: 0.73376 4.33501 -0.92683

Output
Kohn-Sham gap = 9.215 eV
Spin multiplicity = 1
SMILES = Cc1ccc(CC(=O)Nc2cccc(S(=O)(=O)N3CCOCC3)c2)cc1
HOMO level = -8.717 eV

# 2
Molecular formula: C2H24N2O9
Method: DFT, ωB97M-V/def2-TZVPD

Atoms and positions in Å:
H: -2.18457 2.97064 1.54884
H: 1.56423 -2.69040 -0.94902
H: -0.68569 3.91500 1.47582
H: 2.84330 0.77214 -1.96834
O: -0.90389 1.76446 -2.94104
H: -3.23649 -1.81364 0.56699
H: -0.44023 -2.42944 2.63863
H: -0.04716 -0.97222 0.88307
C: -1.16675 1.13498 2.81334
H: -3.41872 -0.65282 1.22713
O: 0.52545 -1.63702 -3.18547
O: 2.39144 -0.04676 -1.73723
C: -1.15366 2.97159 1.21914
H: -1.02591 2.79473 0.14588
H: 0.20490 1.34040 1.33570
H: -1.24872 -0.57243 3.74347
H: -1.40090 1.91893 -2.13806
O: 3.11882 -0.44985 0.59845
H: 1.74427 2.17701 -3.15785
N: -1.12374 -0.14049 2.83214
H: -1.16464 -2.93362 1.56264
H: -1.42544 1.46653 -3.68225
H: 3.31585 -1.19855 0.02863
H: 1.57340 -3.82900 -0.15445
H: 1.08023 -2.15481 -2.58855
O: -3.82719 -1.53161 1.28900
H: -1.62374 1.74500 3.60238
O: 0.02995 -0.16344 0.35578
H: 0.93610 -0.77452 -3.04847
O: 1.40313 -3.63959 -1.09416
H: -0.37959 -0.30890 -0.49882
H: 0.86853 1.91048 -1.91175
H: 2.16096 -0.44917 0.57136
H: 1.83352 0.29058 -1.03955
O: -0.30270 -3.11740 1.96314
O: 1.58904 2.43995 -2.24753
N: -0.42339 1.89326 1.94103

Output
Kohn-Sham gap = 9.373 eV
Spin multiplicity = 1
SMILES = [H]/N=C/NC.O.O.O.O.O.O.O.O.O
HOMO level = -9.629 eV

# 3
Molecular formula: C34H50BrCl34FI2N3O7P3
Method: DFT, ωB97M-V/def2-TZVPD

Atoms and positions in Å:
H: 5.30853 2.18309 -0.44521
C: 5.63863 1.18511 -0.19041
Cl: -8.13562 5.52032 4.34857
Cl: -7.73580 -6.65779 -6.13147
P: 3.56198 1.53278 2.36904
C: 1.37924 -3.47768 1.92577
F: 4.80188 0.14649 -2.09816
H: -0.93432 -0.09355 1.86109
Cl: -3.97070 -5.23391 -3.96550
H: 0.14261 -0.26811 -3.67786
H: 0.09794 -1.94979 1.14515
H: -8.28362 -8.45625 -4.74193
Cl: 1.99146 -3.02176 -8.20608
C: 5.54944 -0.24242 6.89624
H: -2.06311 2.89133 2.41403
H: 3.13091 1.60853 -1.79979
Cl: -9.18335 -9.95531 -6.49362
H: -9.80496 7.09633 4.80900
Cl: -11.23113 -5.37714 -9.22611
Cl: 5.09362 -1.61415 5.89313
C: 2.11213 -0.79328 -3.52015
H: 3.58697 -0.70571 0.82965
H: -2.46365 3.93195 1.07057
H: 3.14859 3.69553 -2.64402
Cl: -9.14047 -7.35536 -9.59631
H: -9.76150 -5.61424 -11.02900
O: 4.05538 3.06049 1.92523
C: 5.27652 2.66301 -6.68546
Cl: 5.08075 2.05132 -5.04665
Cl: 5.84011 1.17756 5.88505
Cl: 6.97406 -0.60682 7.86757
C: 1.88885 1.18010 1.45006
Cl: -2.48938 -4.49646 -1.59972
Cl: 5.14956 4.95388 4.61333
Cl: -5.22845 5.37160 2.31035
H: 1.62154 4.50569 -2.74211
H: -1.49451 -2.21008 -3.50948
Cl: 4.37558 1.66125 -7.82904
C: 0.93514 -0.04094 -2.96786
H: -7.77703 -10.17388 -8.34961
C: 2.47763 -3.63377 2.73928
Cl: -6.34128 3.04331 3.65560
H: -1.33691 0.39192 -0.49522
H: -0.60758 3.26820 4.32903
C: 1.64049 -1.15197 2.37796
H: 8.51050 -0.10999 10.49859
C: -0.22651 0.34433 2.58243
Cl: 9.66181 -2.04958 11.11824
C: 0.38898 -0.31525 -1.58211
C: -2.17295 -0.97393 -1.88764
C: 4.76646 0.05992 -0.70460
C: -6.18557 3.90320 2.11893
H: 1.12308 1.00647 -3.14952
O: 3.15416 1.59010 3.95179
P: 1.08584 2.88581 1.52924
I: -4.16786 -0.05439 -1.57865
C: -1.14155 0.11927 -1.52322
H: 5.85314 1.07089 0.86255
H: 1.72458 -0.85407 -7.37586
H: 6.59955 1.05653 -0.68765
Cl: -7.84774 8.16262 5.51485
O: -1.79644 0.41840 4.80180
H: 0.77311 4.68768 3.02055
C: 3.08508 -2.56802 3.35632
C: 2.07479 3.51882 -2.68999
Cl: -5.49224 2.84008 0.88932
Cl: -8.15830 -12.38849 -7.70229
P: -0.75996 -0.42496 4.16209
Cl: 0.00992 -1.03625 -8.95834
H: 0.69483 2.05390 4.52636
H: 3.94326 1.31597 4.43260
C: 0.95451 -2.17748 1.74828
C: 3.37981 -0.24435 -0.12936
Cl: -4.96127 -5.98896 -1.30609
H: -0.96715 1.87941 0.67921
H: -3.18536 -1.86700 -3.57986
H: 0.88077 -4.30042 1.44643
Cl: -6.32999 -10.45782 -6.53347
C: 4.46352 6.58820 4.65135
C: 8.86562 -0.50814 11.43916
H: -2.25995 -1.76713 -1.16965
C: 0.46107 3.09901 4.38533
H: 3.34811 2.62073 -0.40160
C: -8.79678 7.15451 4.42287
C: 1.18994 3.69350 3.16337
Cl: 2.64950 -0.01719 -5.08145
Cl: 9.99939 0.65202 12.13049
H: 5.34869 -0.83810 -0.50135
H: 2.85240 -4.62796 2.92973
H: 3.91194 -2.76195 4.01775
H: 4.17654 6.80108 5.67182
C: 1.64906 -1.29975 -8.35830
Cl: 4.76236 4.35046 -6.79269
H: 1.40997 3.62317 -0.86518
H: 4.42734 3.48440 2.71054
I: -1.62916 1.91506 -2.63625
H: 2.99140 -1.07722 -0.71102
O: 2.68697 -1.75081 -3.16216
Br: 0.32190 -2.36298 -1.45129
Cl: 7.47279 -0.73018 12.49814
Cl: -6.86274 -7.15210 -3.40825
N: 1.56419 2.83340 -1.47619
O: 0.46644 -0.54437 5.18558
C: 2.62596 1.99269 -0.91708
Cl: -8.45722 -4.54171 -9.41075
H: -1.25451 4.48945 2.17876
O: 0.95692 0.12008 -0.40338
N: 1.13855 0.17434 2.17109
C: -2.22775 -1.42555 -3.33684
H: -2.13053 -1.93613 4.48203
H: 0.35314 0.17900 5.81248
H: -0.59259 1.35134 2.73932
C: -1.64872 3.59878 1.70321
H: 1.78536 3.00834 -3.60665
H: -4.65304 -3.84902 -2.21020
C: -8.15705 -7.39389 -4.58334
H: 2.20514 3.87830 3.47858
C: -9.66187 -5.70811 -9.95668
Cl: 5.66994 7.77224 4.15883
H: 0.79727 3.63670 5.27265
O: -1.38836 -1.86298 3.86617
C: -7.85150 -10.68046 -7.39692
Cl: -8.86642 7.87063 2.81090
N: 2.67253 -1.31988 3.17850
Cl: 2.83337 -0.51483 -9.40630
H: -7.17551 4.19111 1.79139
C: 2.21076 0.79667 -0.06723
H: 6.32519 2.61419 -6.94404
Cl: -9.68264 -6.74298 -3.97874
C: -4.09998 -4.77795 -2.27097
Cl: 3.03043 6.69642 3.63808
H: -0.65567 3.39097 -0.16899
H: -2.02986 -0.62564 -4.04228
H: 4.72873 -0.02476 7.56595
C: -0.60912 2.89930 0.79138

Output
Kohn-Sham gap = 7.402 eV
Spin multiplicity = 1
HOMO level = -7.470 eV

# 4
Molecular formula: C48H26N11Ti
Method: DFT, ωB97M-V/def2-TZVPD

Atoms and positions in Å:
N: 1.53203 1.22110 -2.72767
C: -3.46481 -1.46612 0.56959
C: -2.82267 1.88634 -0.03181
H: 3.88712 4.29826 1.50203
H: -4.30797 -5.49787 -0.06927
H: -5.37127 -2.49162 2.49718
C: -3.95047 1.10982 3.05659
C: 0.77828 1.95287 -1.92039
H: 2.35235 3.79781 -3.53622
H: 2.25182 2.64638 0.67779
C: -3.38372 -5.67806 -0.60080
H: 1.56646 1.30686 4.68281
C: 2.31068 -1.13985 2.53769
C: -4.84384 0.54296 3.95717
C: 1.64365 5.59492 -2.56001
C: 2.16959 -2.16629 -3.38317
C: -2.49835 -3.24932 -0.41234
C: -0.48744 2.79391 -0.29984
N: 5.38220 5.43687 4.43104
C: -2.65890 0.62583 0.80097
C: 3.45095 -0.38034 -4.39910
C: 2.07838 1.96099 3.98843
H: 4.54603 -3.44030 -5.37896
C: 1.47956 -0.09200 -2.73674
C: 1.71852 4.22583 -2.77194
H: 3.23336 2.93936 5.51145
H: 2.92887 -0.75951 3.33489
N: -0.09607 1.56268 -0.99942
C: 1.78830 1.87838 2.62946
H: -0.60684 5.72151 0.00352
C: -3.05465 -6.92588 -1.10372
C: -0.94738 -6.10636 -1.99633
H: -3.73356 -7.75715 -0.96704
Ti: -0.64437 -0.69240 -0.37695
C: 2.91460 -3.14627 -4.03137
C: 2.45630 -2.37992 1.87216
C: 2.45166 2.72164 1.73992
H: -1.62958 -8.12300 -2.17091
H: -0.46118 3.53881 1.81797
H: -5.14220 1.10236 4.83438
N: -3.49877 -2.77086 0.27995
C: 0.94005 3.41752 -1.96136
N: -1.34147 -2.61693 -0.82819
C: 1.04195 -2.24153 -2.48279
C: -5.36518 -0.73579 3.76175
H: 5.00779 -1.05461 -5.69972
H: 3.64166 0.67549 -4.53231
H: 3.18533 -3.14616 2.07884
C: 0.80262 0.88798 2.12083
C: 3.65605 3.71965 3.55864
C: -3.59739 0.36328 1.94638
C: 1.24942 -0.48531 1.95402
N: -1.25386 0.36475 1.10313
C: 1.48438 -2.43244 0.90635
C: -0.39730 1.28936 1.65870
C: 0.13420 3.94538 -0.97287
H: 0.77281 7.20022 -1.43918
H: 2.69804 -4.19556 -3.88628
C: 4.61578 4.67395 4.04259
H: 2.23002 6.26610 -3.17353
H: -0.02022 -6.25959 -2.53102
N: 0.48077 -3.40105 -2.22525
N: 0.73063 -1.28357 0.93226
C: -0.67808 2.66994 1.20956
H: 1.27257 -3.22051 0.20268
C: -4.11701 -0.91036 1.76040
C: -0.60661 -3.57550 -1.52863
C: -1.27959 -4.86003 -1.48136
C: -1.85194 -7.13419 -1.79107
C: 4.20052 -1.34931 -5.04209
C: 3.00822 2.87368 4.45575
C: 3.37736 3.64379 2.19598
H: -6.05709 -1.14017 4.48851
N: 0.65283 -0.95629 -2.07438
H: -2.78338 1.61999 -1.08658
C: 0.04508 5.30758 -0.75470
C: 2.43288 -0.82080 -3.56486
C: -2.47025 -4.65572 -0.80485
N: -1.78315 2.83584 0.29764
C: -4.99744 -1.48975 2.65853
N: -2.77197 -0.55614 -0.07421
C: 0.81535 6.12687 -1.56989
H: -3.50213 3.36353 1.31496
H: -3.54751 2.09824 3.23104
C: 3.93471 -2.71445 -4.85837
C: -3.30612 3.29024 0.23396

Output
Kohn-Sham gap (alpha / beta) = 5.333 / 5.542 eV
Spin multiplicity = 2
HOMO level (alpha / beta) = -6.725 / -7.464 eV

# 5
Molecular formula: C32H45ClInN2O3
Method: DFT, ωB97M-V/def2-TZVPD

Atoms and positions in Å:
C: -4.96040 1.40940 0.96192
C: -0.35098 2.65202 -2.12029
H: 5.16913 0.58670 -2.08310
C: -0.41731 -3.61360 2.58793
N: 0.67093 -1.87290 1.43455
N: 1.58382 1.52163 -1.10906
H: -0.03483 -0.11963 -2.63833
H: -4.07123 4.07327 1.56040
C: 1.24828 -2.09863 2.60055
Cl: 0.41003 1.63170 2.66481
H: -2.58798 1.05357 3.42511
C: -3.01039 0.53995 -0.21271
H: -4.02213 2.12470 3.43272
C: 3.70493 2.24258 0.04961
C: -3.01166 3.82727 1.40916
H: 0.39642 -3.72207 -0.75110
H: 3.63625 -3.80211 1.79011
H: -0.33333 -4.95785 0.31186
H: -2.39603 2.77513 3.76873
H: -2.67808 -2.56714 -1.74726
O: 3.06366 2.79840 -2.20100
H: 4.51874 -3.16009 3.18471
C: -3.90987 -0.11110 -1.14639
C: -2.95841 2.05161 3.17063
H: -1.70147 2.11746 1.43079
C: -1.59326 -2.49162 0.66912
H: -2.89494 -0.05997 -4.48408
C: 2.38412 -1.33501 3.21017
H: -1.43917 -1.87476 -0.21694
H: 5.80312 -1.94261 0.06407
H: 2.86063 -1.99725 3.94447
H: 1.60196 3.69178 -3.37330
O: 0.75046 -3.09915 3.30989
H: 6.53932 -0.26401 -1.34553
C: 5.05866 -1.27478 0.51071
C: -3.58825 1.41207 0.79285
C: 0.60433 0.57244 -3.19561
H: -0.08082 3.55262 -1.54915
H: 5.38433 -3.55271 1.68543
H: -2.10736 -1.87869 1.41788
C: -0.28228 -3.00343 1.19360
H: -5.95142 -0.71376 -1.47767
C: 2.74128 2.16083 -1.08971
C: -5.26426 -0.12266 -0.86561
H: 4.61178 2.73548 -0.32394
C: -5.79862 0.64487 0.16272
C: 4.91244 0.01772 -0.00443
C: -3.06215 0.38701 -3.49780
C: -3.47361 -0.69492 -2.50268
H: 1.31408 -4.36823 0.65645
H: -0.36218 -4.70727 2.62591
C: 0.89700 1.83276 -2.40290
H: -2.28720 -2.22969 -3.43608
H: -1.07175 2.07156 -1.53364
H: -2.72262 4.10903 0.39051
H: -3.83579 1.15665 -3.60226
H: -6.87022 0.67376 0.34406
C: -2.40716 -1.77270 -2.44512
O: -1.73791 0.35105 -0.23819
C: 4.26994 -1.74247 1.57038
H: 6.23608 1.44052 -0.95719
H: -2.41553 4.43326 2.10533
C: 0.32196 -4.07261 0.28423
H: 2.32180 2.19843 -4.04585
H: -1.32062 -3.27633 3.11569
H: -2.23992 -3.33926 0.39891
H: 3.24353 2.89238 0.81231
H: -4.38185 -1.17256 -2.90208
C: 4.45687 -3.13612 2.09023
C: 1.93845 2.67513 -3.13647
H: -0.81567 2.94432 -3.07338
H: 1.55285 0.07364 -3.44219
In: 0.79319 0.32265 0.67991
H: -2.12698 0.86103 -3.17162
C: 3.96980 0.86792 0.57611
H: 1.93392 -0.48029 3.73677
H: -5.36862 2.03761 1.75903
H: 2.79049 1.20687 2.36657
C: 3.32328 -0.88565 2.13309
C: 5.75426 0.47572 -1.15934
C: -2.74875 2.33943 1.67162
C: 3.26902 0.45302 1.71892
H: -1.44527 -1.33409 -2.16427
H: 0.09712 0.85079 -4.13424

Output
Charge = -1
Kohn-Sham gap (alpha / beta) = 3.910 / 4.137 eV
Spin multiplicity = 1
HOMO level (alpha / beta) = -1.430 / -1.658 eV

# 6
Molecular formula: C2LiO4Pr
Method: DFT, ωB97M-V/def2-TZVPD

Atoms and positions in Å:
C: 0.71972 -0.41065 0.24701
O: 0.32078 -1.42599 0.87899
C: -0.36710 0.23782 -0.68904
O: -1.55265 -0.02327 -0.34079
Pr: -2.02426 -2.10444 0.87284
O: 1.69237 0.31371 0.51808
O: -0.01911 1.25167 -1.31985
Li: 1.23025 2.16115 -0.16725

Output
Charge = +1
Kohn-Sham gap (alpha / beta) = 6.740 / 8.246 eV
Spin multiplicity = 4
HOMO level (alpha / beta) = -11.507 / -13.086 eV

In eV, the E_tot values for the records above are, in order, -42065.25748; -23869.37863; -597461.61888; -89703.98214; -60734.75373; -24533.37341.